#P
# C3H7NO

One molecule with the formula C3H7NO (ωB97M-V/def2-TZVPD, the OMol25 dataset).

Cartesian coordinates (Å):
C -1.2264 -0.8506 0.1130
N -0.6778 0.2002 -0.6453
C 0.4653 0.8936 0.0051
C 1.7699 0.0096 0.0502
O 1.8747 -1.1007 -0.4227
H -1.6675 -0.7656 1.1933
H -0.5414 -1.7964 0.1797
H -2.1726 -1.1468 -0.3881
H -1.3369 0.9102 -0.9595
H 0.2889 1.4029 0.9981
H 0.7115 1.7566 -0.7970
H 2.5124 0.4870 0.6731

total charge: 0
orbital gap: 10.03 eV
structure (SMILES): CNCC=O
HOMO: -9.09 eV
E_LUMO: 0.03461 hartree

Atom charges from the natural (NBO) analysis, given in e for atoms 1 to 5:
1 C -0.435
2 N -0.620
3 C -0.334
4 C 0.432
5 O -0.504


#Q
# C3H7NO

One molecule with the formula C3H7NO (ωB97M-V/def2-TZVPD, the OMol25 dataset).

Cartesian coordinates (Å):
C 1.1948 -1.0139 0.2587
C 0.0666 -0.0981 0.7295
C -0.8342 0.1284 -0.4601
N -1.0163 1.4294 -0.7795
O -1.2874 -0.7622 -1.1642
H 1.8117 -1.2460 1.1214
H 0.7594 -1.9164 -0.1728
H 1.8587 -0.5826 -0.5238
H 0.5015 0.8419 1.0913
H -0.5608 -0.4905 1.5578
H -0.8419 2.1598 -0.1127
H -1.6520 1.5501 -1.5457

total charge: 0
orbital gap: 10.73 eV
structure (SMILES): CCC(N)=O
HOMO: -9.80 eV
E_LUMO: 0.03421 hartree

Atom charges from the natural (NBO) analysis, given in e for atoms 1 to 5:
1 C -0.603
2 C -0.498
3 C 0.673
4 N -0.819
5 O -0.625


#R
# C3H7NO

One molecule with the formula C3H7NO (ωB97M-V/def2-TZVPD, the OMol25 dataset).

Cartesian coordinates (Å):
C 1.5516 -0.5350 0.9892
C 0.4474 0.4937 0.8284
C -0.4792 0.2631 -0.3811
N -0.8826 -1.0179 -0.5453
O -0.8893 1.1687 -1.0759
H 1.1646 -1.5255 1.2222
H 2.1937 -0.2292 1.8162
H 2.1727 -0.5447 0.0922
H -0.2064 0.4936 1.7056
H 0.8159 1.5129 0.7208
H -0.3408 -1.8056 -0.2101
H -1.7416 -1.2146 -1.0176

total charge: 0
orbital gap: 10.57 eV
structure (SMILES): CCC(N)=O
HOMO: -9.68 eV
E_LUMO: 0.03271 hartree

Atom charges from the natural (NBO) analysis, given in e for atoms 1 to 5:
1 C -0.612
2 C -0.495
3 C 0.677
4 N -0.844
5 O -0.602


#S
# C3H7NO

One molecule with the formula C3H7NO (ωB97M-V/def2-TZVPD, the OMol25 dataset).

Cartesian coordinates (Å):
H -0.1149 1.8841 1.5140
N -0.1003 1.7251 0.4181
C -0.0638 0.4949 0.0793
C 0.1042 -0.5967 0.9943
C -0.1986 0.0422 -1.3529
O -0.4943 0.8415 -2.4503
H -0.4842 -1.4616 0.8297
H 1.0698 -0.9861 1.0469
H -0.0008 -0.1490 2.0200
H 0.8223 -0.4541 -1.6729
H -1.0222 -0.7388 -1.1828
H -0.7736 1.7654 -2.2177

total charge: 0
orbital gap: 10.99 eV
structure (SMILES): [H]/N=C(\C)CO
HOMO: -10.08 eV
E_LUMO: 0.03346 hartree

Atom charges from the natural (NBO) analysis, given in e for atoms 1 to 5:
1 H 0.334
2 N -0.640
3 C 0.268
4 C -0.688
5 C -0.099


It is #Q that is most stable; the runner-up trails by 5.3 kJ/mol.


#P
# C5H10

One molecule with the formula C5H10 (ωB97M-V/def2-TZVPD, the OMol25 dataset).

Cartesian coordinates (Å):
C 0.2986 -0.7719 -0.9745
C -0.0619 -1.2134 0.4513
C -0.7144 0.0332 1.1026
C -0.2724 1.2514 0.2435
C 0.7179 0.6926 -0.7965
H -0.5932 -0.8264 -1.6157
H 1.0733 -1.3923 -1.4429
H -0.7134 -2.0959 0.4657
H 0.8522 -1.4848 0.9984
H -0.3850 0.1520 2.1414
H -1.8079 -0.0512 1.1321
H 0.1867 2.0284 0.8652
H -1.1317 1.7168 -0.2566
H 1.7394 0.7465 -0.3929
H 0.7048 1.2507 -1.7400

total charge: 0
orbital gap: 12.31 eV
structure (SMILES): C1CCCC1
HOMO: -11.06 eV
E_LUMO: 0.04615 hartree

Atom charges from the natural (NBO) analysis, given in e for atoms 1 to 5:
1 C -0.402
2 C -0.405
3 C -0.410
4 C -0.408
5 C -0.403


#Q
# C5H10

C5H10 as an isolated structure (ωB97M-V/def2-TZVPD, the OMol25 dataset).

Cartesian coordinates (Å):
C -1.3315 -0.8676 0.4402
C -0.0760 -0.0990 0.1219
C 0.5569 -0.5307 -1.0962
C 1.3160 -1.6117 -1.3491
C -0.0465 0.4880 -1.8426
H -1.9729 -0.5247 1.2512
H -2.0074 -1.0197 -0.4047
H -1.0484 -1.8678 0.7966
H 0.3343 0.8090 0.5304
H 1.2002 3.7675 4.0864
H 1.5262 -1.8777 -2.3791
H 1.6711 -2.1644 -0.4907
H 0.6700 3.7484 4.6097
H -0.4872 0.2854 -2.8270
H -0.3046 1.4651 -1.4470

total charge: 0
orbital gap: 7.23 eV
HOMO: -7.19 eV
E_LUMO: 0.00126 hartree

Atom charges from the natural (NBO) analysis, given in e for atoms 1 to 5:
1 C -0.665
2 C -0.040
3 C -0.116
4 C -0.481
5 C -0.430


#R
# C5H10

One molecule with the formula C5H10 (ωB97M-V/def2-TZVPD, the OMol25 dataset).

Cartesian coordinates (Å):
C 0.4845 -0.7187 1.7070
C 0.1229 0.4951 1.2669
C -0.3814 0.5244 -0.2142
C -1.2314 -0.6078 -0.5975
C 0.8480 0.6359 -1.0929
H 1.2761 -0.7977 2.6629
H 0.2656 -1.7479 1.1334
H 0.3301 1.4790 1.8818
H -0.9288 1.3961 -0.3803
H -0.8149 -1.6549 -0.4499
H -1.3525 -0.4607 -1.7370
H -2.1780 -0.6084 -0.0507
H 1.6634 1.2977 -0.8736
H 0.5160 1.0493 -2.1395
H 1.3803 -0.2813 -1.1163

total charge: 0
orbital gap: 10.73 eV
structure (SMILES): C=CC(C)C
HOMO: -9.53 eV
E_LUMO: 0.04406 hartree

Atom charges from the natural (NBO) analysis, given in e for atoms 1 to 5:
1 C -0.434
2 C -0.194
3 C -0.280
4 C -0.595
5 C -0.597


It is #P that is most stable; the runner-up trails by 216.5 kJ/mol.


#P
# C5H10

One molecule with the formula C5H10 (ωB97M-V/def2-TZVPD, the OMol25 dataset).

Cartesian coordinates (Å):
C -1.5130 -0.6381 0.0271
C -0.1292 0.0108 -0.2141
C -0.1130 1.5440 -0.1227
C 1.2030 -0.6192 -0.6473
C 0.9566 -0.3972 0.8257
H -2.1838 -0.9215 -0.9305
H -2.4391 -0.1859 0.5410
H -1.1290 -1.5404 0.2880
H -0.4579 1.8514 0.8189
H -0.4280 1.7057 -1.2360
H 0.9877 1.7507 0.1937
H 1.9714 -0.2107 -1.3297
H 1.1669 -1.7173 -0.7642
H 1.4664 0.5510 1.2626
H 0.6409 -1.1832 1.2874

total charge: 0
orbital gap: 10.32 eV
structure (SMILES): CC1(C)CC1
HOMO: -9.23 eV
E_LUMO: 0.03998 hartree

Atom charges from the natural (NBO) analysis, given in e for atoms 1 to 5:
1 C -0.630
2 C -0.045
3 C -0.633
4 C -0.428
5 C -0.402


#Q
# C5H10

A 2-piece molecular cluster, C5H10 overall (ωB97M-V/def2-TZVPD, the OMol25 dataset).

Cartesian coordinates (Å):
C -1.7224 0.3623 0.3190
C -1.0248 -0.6448 0.8329
C -0.2893 -1.6680 0.0199
H -1.7686 0.5217 -0.7575
H -2.2603 1.0697 0.9437
H -0.9832 -0.7695 1.9153
H -0.8927 -2.5805 -0.0324
H 0.6744 -1.9383 0.4680
H -0.1049 -1.3189 -1.0007
C 0.9953 1.6144 -0.7240
C 1.8136 0.7218 -0.1825
H 0.9217 1.7521 -1.7997
H 0.3367 2.2229 -0.1099
H 1.8471 0.5675 0.8940
H 2.4576 0.0874 -0.7861

total charge: 0
orbital gap: 10.61 eV
structure (SMILES): C=CC.C=C
HOMO: -9.34 eV
E_LUMO: 0.04663 hartree

Atom charges from the natural (NBO) analysis, given in e for atoms 1 to 5:
1 C -0.411
2 C -0.167
3 C -0.654
4 H 0.189
5 H 0.199


#R
# C5H10

A 2-piece molecular cluster, C5H10 overall (ωB97M-V/def2-TZVPD, the OMol25 dataset).

Cartesian coordinates (Å):
C 0.6883 -1.4529 -0.6343
C 0.5619 -0.3741 -1.3778
C -0.6583 0.4689 -1.4810
H -0.1549 -1.9357 -0.1552
H 1.6255 -1.9754 -0.6060
H 1.3650 -0.0493 -2.0460
H -0.8648 0.0205 -2.4841
H -0.4358 1.5768 -1.3690
H -1.4902 0.2095 -0.7935
C -0.4772 0.0763 2.0068
C 0.1800 1.1128 1.4804
H -1.2574 0.1977 2.7405
H -0.1643 -0.9520 1.9490
H 1.0405 0.9952 0.8298
H 0.0419 2.0818 1.9404

total charge: 0
orbital gap: 10.63 eV
structure (SMILES): C=CC.C=C
HOMO: -9.36 eV
E_LUMO: 0.04664 hartree

Atom charges from the natural (NBO) analysis, given in e for atoms 1 to 5:
1 C -0.434
2 C -0.165
3 C -0.670
4 H 0.193
5 H 0.197


#S
# C5H10

A 2-piece molecular cluster, C5H10 overall (ωB97M-V/def2-TZVPD, the OMol25 dataset).

Cartesian coordinates (Å):
C -2.0160 -0.0809 0.8417
C -1.9173 -0.4272 -0.4268
C -1.1555 -1.6455 -0.8567
H -2.8081 0.5090 1.2950
H -1.4705 -0.5792 1.6400
H -2.5548 0.0548 -1.1594
H -1.8010 -2.4928 -0.6941
H -0.9561 -1.6546 -1.9329
H -0.1866 -1.8540 -0.4049
C 2.2993 1.7266 -0.2380
C 2.6070 0.9629 0.7954
H 1.9364 1.3619 -1.1909
H 2.4441 2.7982 -0.1721
H 2.4042 -0.0907 0.8998
H 3.1749 1.4115 1.6039

total charge: 0
orbital gap: 10.76 eV
structure (SMILES): C=CC.C=C
HOMO: -9.58 eV
E_LUMO: 0.04344 hartree

Atom charges from the natural (NBO) analysis, given in e for atoms 1 to 5:
1 C -0.396
2 C -0.176
3 C -0.653
4 H 0.196
5 H 0.182


It is #Q that is most stable; the runner-up trails by 30.2 kJ/mol.


#P
# C5H10

C5H10 as an isolated structure (ωB97M-V/def2-TZVPD, the OMol25 dataset).

Cartesian coordinates (Å):
C -0.4366 1.8262 0.2172
C -0.9211 0.8040 -0.7806
C 0.1801 -0.0675 -1.2679
C -0.3247 -1.0200 -0.1654
C 0.6285 -1.3240 0.9732
H 0.5429 1.6660 0.6997
H -1.1809 2.0742 0.9749
H -0.3259 2.7241 -0.4066
H -1.2950 -0.4632 0.1932
H 0.0747 -0.4694 -2.2799
H 1.2159 0.2553 -1.0789
H -0.8012 -1.9006 -0.6029
H 1.4770 -1.9120 0.6144
H 1.0325 -0.4084 1.4184
H 0.1276 -1.8924 1.7600

total charge: 0
orbital gap: 9.13 eV
HOMO: -7.96 eV
E_LUMO: 0.04292 hartree

Atom charges from the natural (NBO) analysis, given in e for atoms 1 to 5:
1 C -0.732
2 C 0.012
3 C -0.510
4 C -0.356
5 C -0.612


#Q
# C5H10

One molecule with the formula C5H10 (ωB97M-V/def2-TZVPD, the OMol25 dataset).

Cartesian coordinates (Å):
C 1.4389 0.1828 2.2035
C 0.4472 0.5632 1.4041
C -0.2396 -0.3407 0.4287
C -0.8702 0.2908 -0.8163
C -0.3173 -0.2587 -2.1247
H 2.1407 -0.4939 1.7241
H 1.5369 0.5250 3.2220
H -0.1706 1.4041 1.7261
H -0.9366 -0.9428 1.0258
H 0.3643 -1.2143 0.1376
H -1.9499 0.1162 -0.8174
H -0.8856 1.3824 -0.7389
H -0.8131 0.2805 -2.9300
H -0.5004 -1.3338 -2.1603
H 0.7552 -0.1608 -2.2844

total charge: 0
orbital gap: 10.35 eV
structure (SMILES): C=CCCC
HOMO: -9.18 eV
E_LUMO: 0.04301 hartree

Atom charges from the natural (NBO) analysis, given in e for atoms 1 to 5:
1 C -0.406
2 C -0.159
3 C -0.455
4 C -0.402
5 C -0.601


#R
# C5H10

One molecule with the formula C5H10 (ωB97M-V/def2-TZVPD, the OMol25 dataset).

Cartesian coordinates (Å):
C 0.0705 -0.5859 1.1255
C -1.0796 -0.6748 0.1208
C -0.3532 -0.3349 -1.1851
C 0.5531 0.8536 -0.7874
C 0.7839 0.7197 0.7438
H 0.7487 -1.4258 0.9277
H -0.2309 -0.6359 2.1760
H -1.5752 -1.6513 0.1158
H -1.8408 0.0887 0.3374
H -1.0198 -0.0860 -2.0165
H 0.2379 -1.2087 -1.4938
H 0.0294 1.7905 -1.0045
H 1.4923 0.8800 -1.3495
H 0.3390 1.5705 1.2755
H 1.8447 0.7002 1.0143

total charge: 0
orbital gap: 12.31 eV
structure (SMILES): C1CCCC1
HOMO: -11.04 eV
E_LUMO: 0.04657 hartree

Atom charges from the natural (NBO) analysis, given in e for atoms 1 to 5:
1 C -0.400
2 C -0.402
3 C -0.402
4 C -0.410
5 C -0.407


It is #R that is most stable; the runner-up trails by 149.9 kJ/mol.